Computed, not measured: C34H36BN8PtS as an isolated structure, with wB97M-V/def2-TZVPD.

Structure (XYZ):
```
81
Properties=species:S:1:pos:R:3:forces:R:3
Pt 0.158 0.067 0.092 -0.21 -0.11 -0.32
C 2.170 4.913 1.254 -0.01 0.01 0.02
C 1.356 3.905 0.525 0.10 -0.03 -0.07
C 0.457 4.089 -0.532 -0.05 0.00 -0.04
C 0.039 2.815 -0.901 0.18 -0.12 0.06
N 0.670 1.950 -0.101 -0.11 0.18 0.00
N 1.454 2.580 0.775 -0.16 0.05 0.07
B 2.384 1.647 1.612 0.13 -0.06 -0.11
N 2.972 0.626 0.594 -0.02 0.01 0.02
N 2.208 -0.203 -0.208 0.02 -0.02 0.01
C 3.048 -0.957 -0.951 -0.06 0.01 -0.01
C 4.352 -0.596 -0.619 0.07 -0.03 -0.01
C 4.272 0.387 0.344 0.03 0.04 0.03
C 5.378 1.108 1.034 0.02 -0.02 -0.02
C 2.659 -1.983 -1.937 0.10 0.05 0.05
C 1.341 -2.300 -2.245 -0.18 -0.10 -0.09
C 1.035 -3.276 -3.184 -0.04 0.04 0.04
C 2.050 -3.958 -3.836 0.01 0.00 0.00
C 3.370 -3.652 -3.539 0.03 0.02 0.02
C 3.669 -2.678 -2.602 0.08 -0.04 -0.05
N 1.481 0.808 2.571 -0.15 0.05 0.08
N 0.705 -0.088 1.964 -0.10 0.08 0.16
C 0.095 -0.885 2.845 0.18 -0.01 -0.10
C 0.528 -0.500 4.109 -0.06 0.00 0.00
C 1.406 0.571 3.901 0.10 -0.09 -0.04
C 2.221 1.325 4.890 -0.01 0.02 0.01
C -0.731 -1.880 2.170 0.00 -0.12 0.11
C -0.333 -2.195 0.829 -0.04 0.18 -0.20
C -1.125 -3.098 0.080 0.00 -0.11 0.19
C -2.266 -3.641 0.631 0.13 -0.09 -0.20
C -2.629 -3.314 1.937 -0.08 -0.05 0.06
C -1.874 -2.437 2.705 0.09 0.09 0.11
C -0.789 2.129 -1.887 0.02 0.06 -0.08
C -0.371 0.800 -2.222 0.03 -0.18 0.22
C -1.158 0.048 -3.127 -0.03 0.11 0.00
C -2.316 0.584 -3.650 0.09 -0.22 -0.05
C -2.700 1.878 -3.303 -0.09 0.07 -0.03
C -1.949 2.649 -2.426 0.08 0.12 0.11
H 1.917 5.913 0.910 0.00 0.00 0.00
H 3.234 4.752 1.080 0.00 0.00 0.00
H 1.987 4.861 2.327 0.01 0.00 0.00
H 0.203 5.028 -0.992 -0.02 0.01 0.01
H 3.219 2.249 2.193 -0.01 0.01 0.01
H 5.264 -0.996 -1.024 -0.01 0.00 0.00
H 6.334 0.746 0.665 0.00 -0.01 -0.01
H 5.345 0.944 2.110 0.01 0.01 0.00
H 5.326 2.180 0.849 0.01 0.00 0.01
H 0.522 -1.793 -1.758 -0.03 0.09 0.06
H 0.001 -3.509 -3.411 0.01 0.00 0.00
H 1.816 -4.718 -4.568 0.00 0.00 0.00
H 4.173 -4.175 -4.040 0.00 0.00 0.00
H 4.708 -2.466 -2.394 -0.02 -0.01 -0.01
H 0.294 -0.954 5.056 -0.02 0.02 0.01
H 1.988 0.987 5.896 -0.01 0.00 0.00
H 2.019 2.394 4.829 0.01 0.00 0.00
H 3.286 1.168 4.715 0.00 0.00 0.00
H 0.735 -2.207 0.590 0.04 -0.09 0.09
H -0.772 -3.438 -0.884 0.00 0.04 -0.09
H -2.847 -4.366 0.078 -0.01 0.00 -0.01
H -3.514 -3.765 2.370 0.00 -0.01 0.01
H -2.183 -2.191 3.712 0.01 0.00 0.01
H 0.702 0.581 -2.244 -0.02 0.07 0.00
H -0.791 -0.905 -3.485 0.01 -0.09 0.05
H -2.893 0.030 -4.378 0.00 -0.01 0.00
H -3.597 2.301 -3.740 0.00 0.01 -0.01
H -2.271 3.649 -2.167 0.01 0.01 0.00
C -4.927 1.526 1.311 -0.01 -0.01 0.03
N -4.516 0.472 0.392 0.00 0.09 -0.08
C -5.503 -0.362 -0.316 0.01 -0.03 0.02
C -4.627 -1.256 -1.213 0.03 0.00 0.01
N -3.274 -0.920 -0.747 -0.04 0.07 -0.02
C -3.286 0.082 0.121 -0.01 0.05 0.02
S -1.937 0.840 0.894 0.04 -0.03 -0.06
H -5.820 2.002 0.912 0.00 -0.01 0.00
H -4.144 2.276 1.395 0.01 -0.01 0.01
H -5.152 1.116 2.296 0.00 0.00 0.00
H -6.181 0.272 -0.883 -0.01 -0.01 0.01
H -6.084 -0.935 0.406 -0.01 0.01 0.00
H -4.734 -1.018 -2.271 0.00 0.00 0.00
H -4.830 -2.315 -1.067 -0.01 0.00 -0.02
H -2.429 -1.317 -1.115 -0.02 0.03 -0.01
```
Forces are in eV/Å.

orbital gap	5.6	eV
charge	+3
maximum force	0.394	eV/A